DFT (wB97M-V/def2-TZVPD) results for 2 unconnected molecules or ions with the total composition C3H12NO at a distorted geometry.

The maximum force is 1.4 eV/A. The value obtained for the LUMO energy is -3.29 eV. Its energy relative to the best compared isomer or geometry (same formula, charge and spin) is 85.5 kJ/mol. Its frontier orbital gap is 11.99 eV. As for the net charge: +1.

Last columns: bonded neighbours and bond lengths (Å).
Geometry (Å):
1 C -0.97137 -0.55556 -2.49781  N2 1.500, H3 1.088, H4 1.081, H5 1.079
2 N 0.01786 -0.95236 -1.44254  C1 1.500, H6 1.020, H7 1.096, H8 1.028
3 H -0.58966 0.35389 -2.95663  C1 1.088
4 H -1.89432 -0.28828 -2.00199  C1 1.081
5 H -0.97050 -1.31394 -3.26575  C1 1.079
6 H 0.76600 -1.51910 -1.84307  N2 1.020
7 H 0.41152 -0.17093 -0.78201  N2 1.096
8 H -0.39113 -1.61914 -0.77534  N2 1.028
9 C 0.89148 0.91860 1.75474  O10 1.474, C11 1.514, H12 1.086, H13 1.084
10 O 0.98958 0.65810 0.30767  C9 1.474, H14 0.960
11 C -0.39670 0.28995 2.24201  C9 1.514, H15 1.087, H16 1.089, H17 1.091
12 H 0.83043 1.99726 1.86410  C9 1.086
13 H 1.78918 0.53404 2.22472  C9 1.084
14 H 1.71837 1.20711 0.00995  O10 0.960
15 H -0.47048 -0.72998 1.87381  C11 1.087
16 H -1.29808 0.83121 1.95829  C11 1.089
17 H -0.43218 0.35914 3.32984  C11 1.091

Mulliken atomic charge list, values in e, 8 entries: number 1, C, carries -0.7572; number 2, N, carries -0.3326; number 3, H, carries 0.3288; number 4, H, carries 0.3213; number 5, H, carries 0.3368; number 6, H, carries 0.3644; number 7, H, carries 0.3434; number 8, H, carries 0.3742